C24H39BrGeN5PPd as an isolated structure in a non-equilibrium geometry. Source: the Open Molecules 2025 dataset; level of theory: ωB97M-V/def2-TZVPD.

Element x y z (Å)
1 Pd -0.355 -0.120 0.876
2 C 3.169 0.035 0.774
3 N 2.200 -0.937 1.233
4 C 2.459 -1.322 2.608
5 C 2.144 -2.107 0.374
6 C 0.849 -2.892 0.480
7 C 0.908 -4.269 0.289
8 C -0.254 -5.033 0.253
9 C -1.474 -4.396 0.430
10 C -1.512 -3.018 0.643
11 C -0.368 -2.201 0.671
12 H 4.208 -0.335 0.825
13 H 3.097 0.937 1.384
14 H 2.951 0.310 -0.257
15 H 3.428 -1.840 2.716
16 H 1.668 -1.991 2.951
17 H 2.469 -0.437 3.245
18 H 3.001 -2.775 0.574
19 H 2.264 -1.755 -0.656
20 H 1.873 -4.754 0.163
21 H -0.203 -6.105 0.105
22 H -2.393 -4.974 0.414
23 H -2.489 -2.558 0.783
24 Br 1.429 1.793 5.198
25 C 0.167 0.549 4.574
26 C -0.048 -0.621 5.251
27 C -0.982 -1.523 4.744
28 C -1.620 -1.208 3.564
29 N -1.424 -0.059 2.910
30 C -0.561 0.822 3.402
31 H 0.499 -0.836 6.161
32 H -1.191 -2.458 5.244
33 H -2.309 -1.903 3.101
34 H -0.479 1.770 2.893
35 C -0.506 4.981 -0.539
36 Ge 0.341 3.368 0.191
37 C 2.008 3.091 -0.815
38 C 0.848 3.862 2.009
39 C -0.810 1.860 0.047
40 H 0.152 5.851 -0.474
41 H -1.420 5.200 0.020
42 H -0.779 4.834 -1.587
43 H 2.039 3.748 -1.687
44 H 2.119 2.062 -1.152
45 H 2.866 3.324 -0.180
46 H 1.403 4.804 1.978
47 H 1.486 3.104 2.466
48 H -0.026 4.007 2.648
49 H -1.739 1.923 0.618
50 C -0.342 -0.032 -4.466
51 N -0.796 -1.205 -3.633
52 C -2.323 -1.181 -3.555
53 N -2.788 0.055 -3.032
54 C -2.282 1.166 -3.828
55 N -0.821 1.183 -3.920
56 C -0.155 1.588 -2.670
57 P -0.731 0.575 -1.197
58 C -0.218 -1.086 -2.235
59 C -2.501 0.223 -1.588
60 H -0.730 -0.193 -5.475
61 H 0.746 -0.055 -4.476
62 H -0.517 -2.070 -4.103
63 H -2.611 -2.017 -2.921
64 H -2.677 -1.333 -4.576
65 H -2.612 2.101 -3.378
66 H -2.686 1.094 -4.840
67 H -0.371 2.637 -2.484
68 H 0.920 1.487 -2.823
69 H -0.586 -1.933 -1.659
70 H 0.867 -1.155 -2.339
71 H -3.108 1.037 -1.194
72 H -2.776 -0.697 -1.072

Force components x, y, z for each atom (eV/Å):
-0.1 0.0 -1.5
0.1 0.0 0.0
0.2 0.0 0.2
-0.1 0.0 0.0
0.0 0.0 0.0
0.0 0.1 0.0
-0.1 0.0 0.0
0.0 0.1 0.0
0.1 0.0 0.0
0.0 0.1 0.0
0.2 -0.5 0.3
0.0 0.0 0.0
0.0 0.0 0.0
0.0 0.0 0.0
0.0 0.0 0.0
0.0 0.0 0.0
0.0 0.0 0.0
0.0 0.0 0.0
-0.1 0.0 0.0
0.0 0.0 0.0
0.0 0.0 0.0
0.0 0.0 0.0
0.0 0.0 0.0
0.2 0.2 0.1
-0.3 0.2 -0.6
0.0 -0.4 0.2
0.0 0.1 -0.1
0.0 -0.2 0.1
-0.1 0.1 0.1
0.2 -0.1 0.8
0.0 0.0 0.0
0.0 0.0 0.0
0.0 0.0 0.0
0.1 0.1 -0.1
-0.1 0.1 -0.1
0.1 0.0 -0.1
0.2 0.1 -0.1
0.1 0.1 0.2
-0.2 -0.2 0.5
0.0 -0.1 0.0
0.0 0.0 0.0
0.0 0.0 0.0
0.0 0.0 0.0
0.0 0.0 0.1
0.0 0.0 0.0
0.0 0.0 0.0
0.0 0.0 0.0
0.0 0.0 0.0
-0.1 0.1 -0.1
0.0 -0.1 0.0
-0.1 0.0 0.0
0.2 0.1 0.0
0.0 -0.1 0.2
0.2 0.0 0.1
-0.1 0.1 0.0
0.0 -0.2 -0.1
-0.1 0.0 0.4
-0.1 -0.1 -0.2
-0.1 0.1 -0.3
0.0 0.0 0.0
0.0 0.0 0.0
0.0 -0.1 0.1
0.0 0.0 0.0
0.0 0.0 0.0
0.0 0.0 0.0
0.0 0.0 0.0
-0.1 0.1 -0.1
0.0 0.0 0.0
0.1 -0.1 -0.1
0.0 0.0 0.0
-0.1 0.0 -0.1
0.0 0.0 0.0

HOMO energy: -6.17 eV
E_tot: -172294.202 eV
net charge: 0
LUMO level: -0.02 eV